No. 1
A structure of composition C27H21Cl5GeN5PbSe, computed with ωB97M-V/def2-TZVPD.

Atoms and positions in Å:
Pb 1.20 1.17 0.15
Cl -0.20 3.81 2.14
C -0.07 2.31 3.05
C 0.31 1.18 2.40
C 0.55 -0.05 3.19
Cl -0.54 -1.37 2.51
C 0.28 0.04 4.65
Cl 0.39 -1.38 5.61
C -0.11 1.22 5.23
Cl -0.41 1.30 6.94
C -0.29 2.38 4.46
Cl -0.74 3.86 5.21
Se 3.11 -6.65 0.48
N 2.45 -5.64 -0.84
C 2.32 -4.43 -0.35
C 1.81 -3.32 -1.10
C 1.42 -3.47 -2.46
C 0.97 -2.41 -3.15
C 0.80 -1.08 -2.50
N 1.28 -0.97 -1.15
C 1.74 -2.05 -0.51
C 2.19 -1.86 0.89
N 2.16 -0.61 1.37
C 2.13 -0.41 2.79
C 2.79 -1.50 3.56
C 3.01 -2.69 3.01
C 2.63 -2.95 1.64
C 2.73 -4.24 1.05
N 3.18 -5.31 1.66
H 1.51 -4.45 -2.92
H 0.68 -2.50 -4.18
H 1.27 -0.30 -3.12
H 2.58 0.56 3.03
H 3.12 -1.28 4.57
H 3.48 -3.50 3.56
C -1.03 0.15 -4.86
C -1.29 -0.82 -3.96
C -0.77 -0.66 -2.57
N -0.90 0.72 -2.17
C -0.49 1.65 -3.08
C -0.46 1.39 -4.41
H -1.30 0.03 -5.90
H -1.78 -1.74 -4.23
H -1.29 -1.29 -1.85
H -0.27 2.63 -2.67
H -0.14 2.15 -5.11
C -3.37 2.54 1.00
Ge -2.33 2.62 -0.66
C -3.64 2.46 -2.13
C -1.49 4.38 -0.93
C -1.12 1.08 -0.81
H -4.33 3.04 0.83
H -2.86 3.03 1.83
H -3.57 1.50 1.27
H -4.25 3.36 -2.18
H -4.30 1.60 -1.96
H -3.15 2.33 -3.09
H -2.10 5.14 -0.43
H -1.46 4.61 -2.00
H -0.48 4.42 -0.52
H -1.57 0.25 -0.26

Output
orbital gap (alpha / beta) = 5.289 / 4.521 eV
net charge = -1
2S+1 = 1

In the Löwdin picture, each atom carries the following charge in e: number 1, Pb, carries 1.160; number 2, Cl, carries 0.629; number 3, C, carries -0.703; number 4, C, carries -0.345; number 5, C, carries -0.705; number 6, Cl, carries 0.656; number 7, C, carries -0.683; number 8, Cl, carries 0.692; number 9, C, carries -0.712; number 10, Cl, carries 0.646; number 11, C, carries -0.701; number 12, Cl, carries 0.649; number 13, Se, carries 0.985; number 14, N, carries -0.260; number 15, C, carries -0.354; number 16, C, carries -0.097; number 17, C, carries -0.022; number 18, C, carries -0.034; number 19, C, carries -0.267; number 20, N, carries 0.019; number 21, C, carries -0.156; number 22, C, carries -0.229; number 23, N, carries -0.102; number 24, C, carries -0.332; number 25, C, carries -0.090; number 26, C, carries -0.039; number 27, C, carries -0.145; number 28, C, carries -0.355; number 29, N, carries -0.263; number 30, H, carries 0.107; number 31, H, carries 0.105; number 32, H, carries 0.142; number 33, H, carries 0.134; number 34, H, carries 0.089; number 35, H, carries 0.106; number 36, C, carries -0.109; number 37, C, carries -0.067; number 38, C, carries -0.216; number 39, N, carries -0.192; number 40, C, carries -0.151; number 41, C, carries -0.091; number 42, H, carries 0.098; number 43, H, carries 0.105; number 44, H, carries 0.152; number 45, H, carries 0.107; number 46, H, carries 0.090; number 47, C, carries -0.217; number 48, Ge, carries 0.767; number 49, C, carries -0.217; number 50, C, carries -0.254; number 51, C, carries -0.423; number 52, H, carries 0.014; number 53, H, carries -0.016; number 54, H, carries 0.022; number 55, H, carries 0.014; number 56, H, carries 0.018; number 57, H, carries 0.003; number 58, H, carries 0.018; number 59, H, carries 0.012; number 60, H, carries -0.024; number 61, H, carries 0.033

=====

No. 2
A structure of composition C27H21CrNO5 at a distorted geometry, computed with ωB97M-V/def2-TZVPD.

Atoms and positions in Å:
O -6.67 -0.58 0.85
C -5.65 -0.37 1.41
Cr -3.97 -0.32 2.31
C -3.51 -1.70 1.09
O -3.37 -2.59 0.36
C -4.77 -1.75 3.31
O -5.33 -2.67 3.77
C -4.08 1.39 3.61
C -4.01 1.81 2.27
C -2.95 1.34 1.46
C -1.93 0.55 2.00
C -0.81 0.18 1.11
C 0.13 -0.02 0.33
C 1.10 -0.51 -0.67
C 0.54 -1.01 -1.98
C 1.25 -1.96 -2.72
C 0.91 -2.16 -4.07
C -0.24 -1.56 -4.59
C -1.05 -0.80 -3.76
C -0.67 -0.55 -2.45
C -2.11 0.01 3.29
C -3.15 0.47 4.13
H -4.91 1.75 4.25
H -4.76 2.46 1.85
H -2.89 1.63 0.42
H 1.88 -1.13 -0.25
H 2.09 -2.53 -2.28
H 1.54 -2.80 -4.70
H -0.54 -1.75 -5.63
H -1.99 -0.38 -4.12
H -1.31 0.01 -1.77
H -1.41 -0.74 3.68
H -3.25 0.10 5.14
C 1.34 2.90 3.01
C 1.93 1.61 2.50
O 2.10 1.76 1.06
C 2.76 0.76 0.51
C 2.23 0.55 -0.94
C 3.37 0.15 -1.92
C 4.28 -0.80 -1.50
C 5.02 -1.50 -2.48
N 5.01 -1.15 -3.75
C 4.24 -0.15 -4.14
C 3.42 0.59 -3.26
O 3.56 0.07 1.10
H 0.94 2.72 4.01
H 2.13 3.65 3.08
H 0.54 3.25 2.37
H 2.88 1.40 2.99
H 1.23 0.77 2.62
H 1.71 1.44 -1.39
H 4.43 -1.05 -0.45
H 5.63 -2.35 -2.19
H 4.27 0.10 -5.22
H 2.87 1.45 -3.65

Output
orbital gap (alpha / beta) = 3.329 / 2.443 eV
net charge = +1
expectation value of S² = 3.80
2S+1 = 4

In the Löwdin picture, each atom carries the following charge in e: number 1, O, carries 0.136; number 2, C, carries -0.069; number 3, Cr, carries 0.228; number 4, C, carries -0.111; number 5, O, carries 0.151; number 6, C, carries -0.072; number 7, O, carries 0.152; number 8, C, carries -0.128; number 9, C, carries -0.130; number 10, C, carries -0.123; number 11, C, carries -0.336; number 12, C, carries 0.061; number 13, C, carries 0.039; number 14, C, carries -0.210; number 15, C, carries -0.192; number 16, C, carries -0.036; number 17, C, carries -0.073; number 18, C, carries -0.082; number 19, C, carries -0.063; number 20, C, carries -0.020; number 21, C, carries -0.115; number 22, C, carries -0.130; number 23, H, carries 0.144; number 24, H, carries 0.130; number 25, H, carries 0.136; number 26, H, carries 0.138; number 27, H, carries 0.122; number 28, H, carries 0.110; number 29, H, carries 0.112; number 30, H, carries 0.113; number 31, H, carries 0.115; number 32, H, carries 0.143; number 33, H, carries 0.129; number 34, C, carries -0.055; number 35, C, carries -0.188; number 36, O, carries 0.011; number 37, C, carries -0.468; number 38, C, carries -0.085; number 39, C, carries -0.105; number 40, C, carries 0.046; number 41, C, carries -0.036; number 42, N, carries 0.223; number 43, C, carries -0.049; number 44, C, carries 0.072; number 45, O, carries 0.125; number 46, H, carries 0.086; number 47, H, carries 0.085; number 48, H, carries 0.081; number 49, H, carries 0.127; number 50, H, carries 0.113; number 51, H, carries 0.174; number 52, H, carries 0.128; number 53, H, carries 0.149; number 54, H, carries 0.151; number 55, H, carries 0.150